Density functional theory data (ωB97M-V/def2-TZVPD) for 7 unconnected molecules or ions with the total composition C28H39F3N7O3P2.

The geometry in ORCA input format:
```
! wB97M-V def2-TZVPD RIJCOSX def2/J DEFGRID3
* xyz 1 1
H -0.1012 0.6793 8.0737
H 3.8292 -2.3371 3.8952
H 4.1603 1.4061 2.0479
H -3.5572 -4.3617 -2.4258
N -1.4704 -4.2327 -2.8620
N 0.1282 0.5414 7.1067
H 5.3359 1.7064 4.2347
C 4.8788 0.7810 3.9293
C -1.3255 -5.8396 -4.3749
C -3.9733 -4.7209 2.2284
C -2.2106 -4.0914 0.9813
H -0.2319 0.9774 -4.9414
H 1.4859 0.1432 -2.7726
H 1.0532 -3.7284 -0.9299
O 1.0130 4.9294 -4.5122
H 3.3800 5.1827 -2.9873
C 0.2696 4.9852 -0.3857
C 4.0778 -1.3068 3.7018
H 1.8359 -3.1791 1.5981
H 0.3659 2.5006 -2.0652
H -0.8995 -4.0111 2.6290
C -0.0827 0.2062 4.9332
C -0.6053 -4.8967 -3.6958
H -4.9629 -5.0166 2.5331
N -0.9568 4.9277 -1.0003
H -0.5501 2.6681 -5.2274
H 5.1841 -0.6604 5.5373
H -0.5313 0.0429 3.9670
P 2.0220 3.9684 -4.1110
H -1.8464 5.6342 2.0468
H 3.2349 -0.9057 1.6811
C 0.7806 -2.9077 -0.2872
H 2.7553 1.1292 -2.8021
N 4.2504 0.6665 2.7180
N 1.8893 0.9200 -3.2985
O 2.9382 4.3231 -2.8764
C -1.9408 5.1845 -0.0834
P 0.8839 2.2569 -3.3480
H 0.4421 -4.6476 -3.7307
N -0.0965 -1.9347 -0.7041
C 3.7639 -0.6067 2.5692
H -4.1406 -4.4359 0.0148
C -2.4064 4.1897 -3.9439
H -1.5655 1.4403 -2.6187
C 1.1567 -2.6028 0.9911
C 0.0635 5.2773 0.9350
H -1.1156 4.7438 -1.9708
H -2.9788 5.1904 -0.3684
H -1.8369 0.3361 6.3042
C -0.5007 1.9134 -4.4438
C -0.2761 -1.0151 0.3023
H 1.1819 4.8216 -0.9362
C 0.4867 -1.4028 1.3673
H -1.2151 -3.4852 -2.2473
C -3.5402 -4.4158 0.9090
H 2.2553 0.6490 7.2291
F -3.6557 2.7896 -2.6648
C -2.7335 -4.7452 -3.0024
H -0.5427 -1.8923 -1.6004
C -1.3391 5.4038 1.1256
H -3.5052 -6.3441 -4.2644
H 0.8297 5.3941 1.6828
C 1.3041 0.3087 5.2442
F -1.7904 4.5254 -5.0623
H -2.3823 0.8775 -4.0477
C -1.8080 1.7159 -3.6537
C -0.7795 0.3522 6.1038
H 0.5613 -0.8990 2.3163
C -2.8921 -4.5728 3.0553
F -2.8462 5.2461 -3.2784
C 4.7871 -0.4275 4.5638
C 1.3959 0.5174 6.5943
H 2.1394 0.2410 4.5689
H -0.9314 -6.5281 -5.1031
C -2.6749 -5.7429 -3.9352
C -2.6259 2.9542 -3.5077
H 3.4807 2.6852 -5.1519
H -1.5053 -3.7999 0.2252
N -1.8262 -4.1917 2.2886
O 2.8872 3.4338 -5.3068
H -0.9386 -0.1744 0.1781
H -2.7927 -4.7063 4.1186
*
```

Calculated values
E_LUMO: -3.94 eV
E_HOMO: -0.3558 Ha

***

Density functional theory data (ωB97M-V/def2-TZVPD) for a molecular structure, C28H39N3O8P2SSiTi.

The geometry in ORCA input format:
```
! wB97M-V def2-TZVPD RIJCOSX def2/J DEFGRID3
* xyz 0 3
H 3.1842 -6.8782 2.1596
Ti 0.1555 -0.0762 -0.7939
H 0.7475 -2.0235 -5.1933
O 1.6120 0.7288 -2.1047
C 3.2951 3.0166 -0.4796
C 0.7677 -1.0346 -5.6497
H 2.4128 -1.7047 -2.1122
C 1.5115 2.2416 0.9216
H -2.3527 -2.0514 0.0217
H 3.5853 -2.6159 2.5409
H -2.3367 3.3918 3.3929
H -0.2556 -5.4764 1.5102
H -4.3779 1.6433 3.6797
H 3.6682 1.3061 -3.4973
C -0.8841 0.3768 2.8527
H -2.6021 -0.0065 -4.8799
H -0.7390 3.7742 -2.1336
O -0.6414 -1.0102 -2.4504
C 2.8634 2.2519 0.5901
C -4.8373 1.7536 2.7009
C -5.5088 3.2814 0.1946
C 0.8671 -2.4783 0.4788
C -1.4685 -3.8666 0.7986
C 2.2456 -6.3533 1.9672
N -2.7274 1.3993 1.6665
H 0.1462 1.9155 -4.6529
H 4.3411 -4.1063 3.1233
O -1.2562 1.3837 -3.2303
H -0.6296 3.4433 5.1761
C 2.3820 3.7446 -1.2347
H 0.9406 1.5498 5.4586
C 3.3929 -3.6508 2.8274
N -0.3093 -1.9015 0.1813
H -0.4830 5.2452 -1.1867
C 1.0279 3.7322 -0.9281
C 0.0851 0.4222 3.8417
P -0.9139 -0.0231 -3.5760
O -1.3362 0.7099 -0.0949
H 4.3485 3.0470 -0.7336
P 1.9792 -0.0109 -3.3559
H -0.0619 -0.9486 -6.3498
C -3.4399 1.8811 -0.4363
H 2.7363 -3.6469 3.7007
H 4.1450 -3.6686 -0.3047
H -5.2336 0.7856 2.3750
N -3.8430 2.2690 1.7612
C -1.4525 -2.5790 0.3142
H -5.6060 3.4875 -0.8695
C -1.7544 1.4558 2.6805
H -3.4528 1.9367 -1.5114
H -5.6466 2.4762 2.7802
C 0.6381 0.0490 -4.5936
H 4.5698 -5.3369 0.1046
H -5.4542 4.2334 0.7284
H -6.4206 2.7732 0.5198
H 1.6600 -6.3801 2.8893
O 2.3367 -1.5175 -3.0865
O 0.6836 1.3273 -5.2120
H 3.5656 1.6630 1.1658
H 2.7274 4.3256 -2.0832
C -1.6632 2.5575 3.5319
H 3.2030 -5.0085 -0.9636
H -0.4398 2.9947 0.4478
H 0.4934 4.9413 -2.6268
H 1.7067 -6.9199 1.2042
Si 2.6091 -4.5966 1.4148
O 3.2428 0.6401 -4.0508
O -2.0317 -0.6899 -4.5106
C 0.6088 2.9884 0.1759
H -0.9743 -0.4932 2.2199
C -0.6973 2.5802 4.5261
C 0.9560 -3.7920 0.9734
H -2.4028 -4.3980 0.9111
H 1.1642 1.6631 1.7711
C 0.0196 4.4681 -1.7666
C -4.2919 2.4680 0.4381
H 0.7613 -0.4165 3.9543
C -2.4339 1.2327 0.3048
H 1.7026 -0.9130 -6.1982
C -0.2523 -4.4614 1.1286
C 3.7369 -4.6530 -0.0793
C 0.1864 1.5218 4.6836
S 2.1998 -1.3903 0.1406
*
```

Calculated values
E_LUMO (spin up / spin down): 0.30 / 0.48 eV
E_HOMO (spin up / spin down): -0.1778 / -0.2946 Ha

***

Density functional theory data (ωB97M-V/def2-TZVPD) for 3 unconnected molecules or ions with the total composition C28H39NO9.

The geometry in ORCA input format:
```
! wB97M-V def2-TZVPD RIJCOSX def2/J DEFGRID3
* xyz 0 1
O 4.6710 4.0270 3.4360
H -2.7425 1.7082 2.6098
N -3.8065 2.3421 0.9703
C 5.2937 -5.7385 -1.2143
H -0.2854 -1.8570 2.1954
H 7.4104 -6.1664 -1.5851
C 1.0484 2.1526 -3.5491
H -0.9429 -3.5073 1.9852
H 4.0963 -2.7208 -0.0362
C 0.4281 -2.8602 0.4540
H -1.4420 2.4977 -0.6081
O 4.9074 -6.8354 -1.5552
O -0.5138 -3.0470 -0.5110
H -2.9399 3.8836 -2.8397
C -0.0726 -2.8708 1.8720
C -4.4730 -0.5173 0.6727
C -3.4240 -1.4979 3.5805
H -0.7923 4.2959 -3.6311
H -3.5969 -2.3509 2.9173
O -3.9196 -0.3061 3.0314
O 1.7178 2.1088 -4.5660
H -4.6955 -2.1617 -0.7200
C 1.6717 1.9815 -2.1776
H 0.7241 -3.2669 2.4909
C -3.0503 -0.9479 -1.3924
C 6.2169 -3.1441 -0.4046
H 3.2988 -4.9634 -0.7385
C -0.6955 -1.8617 -1.3277
C -3.4348 -0.0624 1.7042
H 4.3985 1.6971 2.3255
C 2.4052 1.9590 1.6575
H -4.3970 3.2369 -0.7828
C -3.6171 2.5488 -0.4531
H -3.2801 -2.2647 0.2940
H 2.0802 2.9390 -1.8699
H -3.8067 3.2120 1.4728
C 1.3502 4.2014 2.2051
C 1.2304 2.8611 1.5834
H 0.9068 1.6975 -1.4600
H -2.4348 -2.9447 -1.9275
O -0.3074 2.3050 -3.6049
C -0.8045 3.4700 -2.9234
C -2.9204 1.3752 1.5895
H -1.9370 1.3347 1.1188
C 4.7752 -3.4925 -0.3755
H -4.9328 0.2960 0.1227
H -2.3504 -1.4376 3.7693
H -2.4482 2.1833 -2.7822
C -2.2782 3.1235 -0.8995
C 3.5287 2.3382 2.2604
H 2.4391 1.2251 -2.2462
H 0.1291 -1.7669 -2.0281
C 6.7376 -5.3901 -1.2435
H -2.5626 -0.7068 1.5646
C -3.8970 -1.5697 -0.2773
H 8.2129 -3.9137 -0.8808
H -0.1495 3.7293 -2.0942
H 0.4796 4.8415 2.1380
C 4.3472 -4.6940 -0.7516
H -5.2751 -0.9940 1.2315
H -1.9204 -1.6916 -3.0639
O 0.2062 2.5153 1.0289
C -2.2179 3.1860 -2.4275
H 2.2940 0.9857 1.1952
C 3.6511 3.6805 2.8852
O 6.6078 -2.0484 -0.0631
H -2.4897 -0.1141 -0.9729
H 2.5838 5.5554 3.2691
H -2.0886 4.0999 -0.4545
C 7.1658 -4.1883 -0.8679
C 2.4727 4.5822 2.8085
H -3.7840 1.6230 -0.9935
C -2.0501 -1.9339 -2.0139
H -3.7288 -0.5713 -2.1543
H -0.6412 -1.0006 -0.6602
H -3.9538 -1.7076 4.5021
O 1.6137 -2.6863 0.1870
*
```

Calculated values
E_LUMO: -1.89 eV
SMILES: CO[C@@H](CCCCCOC(C)=O)CNCCCCOC(C)=O.O=C1C=CC(=O)C=C1.O=C1C=CC(=O)C=C1
E_HOMO: -0.3218 Ha

***

Density functional theory data (ωB97M-V/def2-TZVPD) for a molecular structure, C28H40BBrF4InN11S.

The geometry in ORCA input format:
```
! wB97M-V def2-TZVPD RIJCOSX def2/J DEFGRID3
* xyz 2 1
C -0.4426 3.9544 -0.7013
H 3.1685 1.6739 2.7232
N -0.0641 3.6061 0.6525
H -1.4892 1.8301 -3.6004
H 0.4697 -1.3177 4.4223
C 1.1176 -2.8840 0.5610
C 2.1471 4.2702 2.2229
H 2.1156 2.3735 3.9671
F -1.8980 1.3417 0.6960
B -2.9885 1.7379 -0.1514
C -1.6557 -5.8238 -2.1649
H 5.4428 -1.0645 -0.4379
C 0.5989 -1.5519 3.3653
C -0.4718 2.1819 -3.5305
C -2.2052 -4.4878 -2.4942
H -0.2114 3.1478 -1.3756
C -3.0700 -2.0783 0.2012
H 1.3089 -2.3756 3.2686
C 0.8068 2.6271 0.9751
H 0.2510 -3.4971 0.7815
H -1.4912 -5.9255 -1.0911
H -2.2082 -3.3506 3.0391
N -0.3292 -0.9381 0.6896
N -0.6915 -1.9079 2.8045
N 0.3718 1.4892 -2.7427
C 0.9751 -1.5195 0.5222
H 1.0002 -0.6923 2.8546
C 1.2156 3.7669 -4.0999
H -4.3514 -2.4138 -3.1844
H -3.9782 -0.2517 2.0015
H 2.3168 1.3279 -2.0513
H -4.1248 -1.8496 2.7650
C -2.2847 -2.3117 -2.8710
H -2.5094 -1.7211 -0.6534
H -4.0827 -1.7017 0.1075
C -0.0853 3.3128 -4.2202
C -3.4231 -1.0808 2.4382
H 5.3448 1.4053 -0.3525
C 3.2362 1.4550 0.0715
C 1.6405 1.9154 -2.6480
C 3.3451 -1.3205 -0.0164
H -0.8029 3.8312 -4.8402
N -2.4890 -1.6088 1.4390
H 0.3489 -4.0301 -2.2112
C 4.4568 0.8107 -0.1841
C 3.4416 -2.7331 0.0058
N -3.4540 -4.2099 -2.7279
C 2.0889 3.0447 -3.3040
H 1.7772 4.7327 3.1394
H -2.3717 -6.5799 -2.4766
H -0.4981 4.0290 2.6650
H 1.5492 4.6559 -4.6186
H -2.8764 -0.7135 3.3010
S -1.8174 -0.6859 -3.1451
N 0.8141 1.4217 0.3771
C -1.1504 -1.4862 1.6065
F -3.5443 2.9002 0.2477
H 1.8952 4.9032 1.3774
H -3.0938 -3.1739 0.1684
H 4.4039 -3.1866 -0.1949
H -0.7121 -3.6532 3.9351
C 2.0643 0.7548 0.2640
N 1.6019 2.9296 2.0410
F -3.8579 0.6779 -0.2919
C 2.3543 -3.5004 0.3035
C 2.1388 1.9520 2.9613
C -0.7161 4.4197 1.6762
Br 3.8716 3.5880 -3.0926
H 0.2940 -2.7105 -3.2009
C 2.0961 -0.6789 0.2365
H -0.4034 5.4646 1.6243
In -0.6513 0.2082 -1.0783
H 0.0943 4.8518 -1.0253
H -0.7154 -6.0081 -2.6859
H -1.7932 4.3697 1.5119
F -2.2550 1.8713 -1.4285
H 2.4334 -4.5795 0.3420
N -3.4822 -2.8764 -2.9607
C -1.4163 -2.8842 3.6154
H -1.8439 -2.4204 4.5047
H 3.2071 2.5377 0.0718
N -1.4592 -3.3303 -2.5800
N -0.0949 -3.1296 -2.3573
H 3.2356 4.1995 2.2896
H -1.5117 4.1527 -0.7484
H 1.5155 1.0720 2.9441
C 4.5110 -0.5511 -0.2393
*
```

Calculated values
E_LUMO: -5.76 eV
E_HOMO: -0.4621 Ha